# C4H8O

A 2-piece molecular cluster, C4H8O overall (ωB97M-V with the def2-TZVPD basis set, OMol25).

Frontier orbital gap: 10.0 eV
Molar mass: 72.11 Da
Multiplicity: 1
HOMO energy: -9.022 eV
Net charge: 0
SMILES: CC1=CC1.O
ΔE to the lowest compared entry with this formula, charge and spin: 68.6 kcal per mole

The geometry in XYZ format:
```
13
C4H8O | OMol25 | ωB97M-V with the def2-TZVPD basis set
C 0.886 0.165 1.332
C 0.235 0.278 0.016
C 0.351 0.523 -1.256
C -0.959 0.893 -0.627
H 1.233 1.182 1.549
H 1.751 -0.501 1.308
H 0.209 -0.145 2.131
H 1.064 0.789 -2.013
H -1.144 1.936 -0.364
H -1.879 0.331 -0.830
O -0.346 -2.074 -0.225
H -1.267 -1.866 -0.030
H -0.134 -1.511 -0.990
```

The net atomic charges from Löwdin, expressed in e, are:
1 C -0.04
2 C -0.33
3 C -0.04
4 C -0.12
5 H 0.09
6 H 0.09
7 H 0.08
8 H 0.10
9 H 0.08
10 H 0.08
11 O -0.06
12 H 0.05
13 H 0.02

# C28H84O28

A 14-piece molecular cluster, C28H84O28 overall in a non-equilibrium geometry (ωB97M-V with the def2-TZVPD basis set, OMol25).

Frontier orbital gap: 10.0 eV
Molar mass: 868.95 Da
Multiplicity: 1
HOMO energy: -9.562 eV
Net charge: 0
ΔE to the lowest compared entry with this formula, charge and spin: 31.1 kcal per mole

The geometry in XYZ format:
```
140
C28H84O28 | OMol25 | ωB97M-V with the def2-TZVPD basis set
C -0.422 -3.606 -1.842
C -1.168 -2.769 -2.776
O -0.609 -1.461 -2.813
O 0.939 -3.624 -2.209
H -0.880 -4.645 -1.917
H -0.600 -3.271 -0.834
H -2.165 -2.710 -2.319
H -1.368 -3.151 -3.805
H 0.064 -1.480 -3.559
H 1.466 -3.644 -1.363
C 1.045 4.323 -1.329
C 0.945 5.655 -2.098
O -0.220 6.326 -1.716
O -0.222 3.642 -1.316
H 1.214 4.576 -0.300
H 1.785 3.623 -1.708
H 0.987 5.519 -3.222
H 1.817 6.249 -1.772
H -0.118 7.214 -1.990
H -0.959 4.298 -1.457
C -1.477 4.079 1.569
C -2.903 4.218 1.129
O -3.703 3.195 1.721
O -1.020 2.752 1.424
H -1.370 4.379 2.619
H -0.806 4.842 1.081
H -3.087 4.240 0.000
H -3.383 5.124 1.450
H -3.678 2.399 1.145
H -0.949 2.551 0.503
C -4.595 -0.338 -1.598
C -3.320 0.452 -1.211
O -3.392 1.033 0.049
O -4.330 -1.041 -2.804
H -5.402 0.477 -1.703
H -4.736 -1.124 -0.859
H -3.107 1.299 -1.866
H -2.472 -0.202 -1.216
H -3.434 0.300 0.734
H -4.428 -0.544 -3.619
C 2.342 3.004 2.325
C 2.759 1.810 3.129
O 4.210 1.992 3.346
O 2.121 4.182 3.090
H 1.434 2.715 1.715
H 3.221 3.250 1.727
H 2.638 0.857 2.695
H 2.239 1.742 4.039
H 4.315 2.886 3.710
H 1.414 4.603 2.636
C 3.304 2.249 -4.106
C 4.215 1.268 -3.281
O 3.672 -0.029 -3.122
O 2.088 2.557 -3.608
H 3.290 1.975 -5.160
H 3.948 3.242 -4.055
H 4.272 1.773 -2.247
H 5.207 1.302 -3.760
H 3.427 -0.151 -2.205
H 1.409 2.367 -4.267
C -3.572 -1.827 2.721
C -4.371 -1.160 3.805
O -3.415 -0.550 4.696
O -2.939 -0.821 1.877
H -4.241 -2.525 2.204
H -2.766 -2.417 3.119
H -4.922 -1.911 4.309
H -5.104 -0.453 3.404
H -3.578 0.402 4.801
H -2.207 -0.388 2.355
C -1.614 1.627 -4.286
C -0.943 2.361 -5.453
O 0.397 1.778 -5.700
O -1.924 0.247 -4.622
H -2.538 2.152 -4.153
H -1.035 1.790 -3.300
H -0.912 3.442 -5.236
H -1.512 2.148 -6.338
H 0.344 0.841 -5.436
H -1.684 -0.371 -3.859
C -1.022 1.565 5.451
C -1.074 1.806 3.968
O -0.902 0.619 3.182
O 0.323 1.372 5.888
H -1.686 0.737 5.797
H -1.250 2.506 5.907
H -0.278 2.494 3.659
H -2.031 2.233 3.667
H -0.004 0.553 2.865
H 0.621 0.496 5.565
C 0.723 -2.064 -6.471
C 1.759 -1.065 -6.036
O 1.299 -0.688 -4.752
O -0.599 -1.650 -6.741
H 0.729 -2.822 -5.707
H 1.086 -2.446 -7.444
H 1.857 -0.313 -6.805
H 2.660 -1.644 -5.971
H 2.052 -0.546 -4.143
H -0.940 -1.025 -6.036
C 1.029 -2.409 5.344
C -0.385 -2.723 4.810
O -0.362 -2.779 3.395
O 1.516 -1.171 4.881
H 1.731 -3.238 5.141
H 0.883 -2.283 6.419
H -0.972 -1.902 5.163
H -0.737 -3.647 5.255
H -0.142 -1.899 3.069
H 1.929 -1.225 3.944
C -0.614 -5.830 2.268
C 0.895 -5.845 2.079
O 1.516 -4.628 2.550
O -1.204 -4.733 1.548
H -0.745 -5.688 3.352
H -0.922 -6.833 1.964
H 1.134 -6.000 1.080
H 1.477 -6.586 2.643
H 0.836 -3.996 2.746
H -1.181 -3.938 2.141
C 3.430 -3.132 0.076
C 3.726 -2.027 1.062
O 2.995 -2.087 2.292
O 2.095 -3.463 0.100
H 4.002 -4.033 0.298
H 3.669 -2.697 -0.925
H 3.284 -1.115 0.505
H 4.823 -1.780 1.239
H 3.115 -2.922 2.811
H 1.942 -3.925 0.931
C -0.138 -0.356 0.610
C 0.737 0.354 -0.406
O 1.647 -0.586 -1.119
O 0.594 -0.888 1.672
H -0.659 -1.101 -0.003
H -0.894 0.376 0.969
H 1.379 1.115 0.044
H 0.045 0.815 -1.085
H 0.975 -0.934 -1.766
H 1.303 -1.491 1.351
```

Atomic partial charges in e from the Löwdin method, atoms 1 to 99:
1 C -0.27
2 C -0.23
3 O -0.12
4 O -0.07
5 H 0.14
6 H 0.10
7 H 0.12
8 H 0.15
9 H 0.09
10 H 0.04
11 C -0.20
12 C -0.24
13 O -0.05
14 O -0.11
15 H 0.09
16 H 0.10
17 H 0.14
18 H 0.12
19 H 0.07
20 H 0.10
21 C -0.25
22 C -0.24
23 O -0.09
24 O -0.09
25 H 0.12
26 H 0.12
27 H 0.14
28 H 0.11
29 H 0.04
30 H 0.05
31 C -0.20
32 C -0.25
33 O -0.11
34 O -0.08
35 H 0.15
36 H 0.12
37 H 0.12
38 H 0.09
39 H 0.07
40 H 0.08
41 C -0.25
42 C -0.19
43 O -0.08
44 O -0.04
45 H 0.11
46 H 0.12
47 H 0.09
48 H 0.09
49 H 0.08
50 H 0.05
51 C -0.29
52 C -0.21
53 O -0.08
54 O -0.07
55 H 0.11
56 H 0.14
57 H 0.14
58 H 0.11
59 H 0.05
60 H 0.05
61 C -0.17
62 C -0.21
63 O -0.08
64 O -0.09
65 H 0.13
66 H 0.09
67 H 0.10
68 H 0.13
69 H 0.09
70 H 0.05
71 C -0.22
72 C -0.16
73 O -0.11
74 O -0.10
75 H 0.10
76 H 0.14
77 H 0.13
78 H 0.11
79 H 0.04
80 H 0.07
81 C -0.22
82 C -0.20
83 O -0.10
84 O -0.07
85 H 0.12
86 H 0.12
87 H 0.11
88 H 0.11
89 H 0.05
90 H 0.05
91 C -0.26
92 C -0.21
93 O -0.10
94 O -0.06
95 H 0.11
96 H 0.13
97 H 0.12
98 H 0.13
99 H 0.08

# C6H15BrO2Si

An isolated molecule of C6H15BrO2Si in a non-equilibrium geometry (ωB97M-V with the def2-TZVPD basis set, OMol25).

Frontier orbital gap: 10.8 eV
Molar mass: 227.17 Da
Multiplicity: 1
HOMO energy: -9.986 eV
Net charge: 0
SMILES: CCO[Si](Br)(CC)OCC
ΔE to the lowest compared entry with this formula, charge and spin: 6.2 kcal per mole

The geometry in XYZ format:
```
25
C6H15BrO2Si | OMol25 | ωB97M-V with the def2-TZVPD basis set
C -2.192 -2.051 -2.705
C -1.867 -1.446 -1.330
O -0.512 -1.468 -1.053
Si 0.287 -0.358 -0.109
Br 2.402 -0.798 -0.690
C 0.114 -0.589 1.712
C 1.323 -0.893 2.527
O 0.049 1.122 -0.663
C 0.277 2.467 -0.284
C 1.638 2.641 0.320
H -1.547 -1.655 -3.493
H -1.899 -3.041 -2.498
H -3.207 -1.961 -2.955
H -2.291 -2.000 -0.509
H -2.322 -0.398 -1.216
H -0.290 0.306 2.137
H -0.730 -1.243 1.867
H 1.763 -1.918 2.445
H 2.137 -0.065 2.263
H 1.065 -0.813 3.606
H 0.192 3.109 -1.218
H -0.466 2.895 0.390
H 1.619 2.397 1.414
H 2.437 2.064 -0.143
H 2.021 3.697 0.184
```

The net atomic charges from Löwdin, expressed in e, are:
1 C -0.05
2 C -0.34
3 O -0.23
4 Si 0.02
5 Br 0.46
6 C -0.33
7 C -0.21
8 O -0.21
9 C -0.29
10 C -0.11
11 H 0.09
12 H 0.06
13 H 0.06
14 H 0.10
15 H 0.13
16 H 0.07
17 H 0.08
18 H 0.08
19 H 0.09
20 H 0.07
21 H 0.13
22 H 0.11
23 H 0.08
24 H 0.04
25 H 0.09

# C5H20O5

A 5-piece molecular cluster, C5H20O5 overall in a non-equilibrium geometry (ωB97M-V with the def2-TZVPD basis set, OMol25).

Frontier orbital gap: 10.3 eV
Molar mass: 160.21 Da
Multiplicity: 1
HOMO energy: -10.047 eV
Net charge: 0
SMILES: CO.CO.CO.CO.CO
ΔE to the lowest compared entry with this formula, charge and spin: 77.6 kcal per mole

The geometry in XYZ format:
```
30
C5H20O5 | OMol25 | ωB97M-V with the def2-TZVPD basis set
C 4.815 10.754 19.757
O 6.162 10.331 19.394
H 4.905 11.833 19.880
H 4.234 10.585 18.850
H 4.356 10.259 20.613
H 6.322 10.529 18.468
C 2.750 16.121 15.034
O 2.737 14.726 15.358
H 2.715 16.675 15.973
H 3.701 16.430 14.599
H 1.858 16.374 14.461
H 1.908 14.604 15.826
C 5.973 9.393 13.403
O 6.245 10.713 13.172
H 6.771 8.662 13.275
H 5.581 9.228 14.406
H 5.030 9.176 12.900
H 5.576 11.215 13.642
C 8.128 7.516 26.526
O 7.134 7.631 25.549
H 8.571 8.508 26.444
H 7.696 7.454 27.525
H 8.888 6.773 26.283
H 7.436 8.102 24.770
C 1.209 7.800 26.076
O 2.060 6.859 26.665
H 0.444 7.275 25.505
H 0.746 8.165 26.994
H 1.713 8.511 25.421
H 2.907 7.024 26.244
```

The net atomic charges from Löwdin, expressed in e, are:
1 C -0.13
2 O -0.15
3 H 0.07
4 H 0.07
5 H 0.08
6 H 0.06
7 C -0.16
8 O -0.13
9 H 0.07
10 H 0.08
11 H 0.08
12 H 0.07
13 C -0.21
14 O -0.10
15 H 0.09
16 H 0.07
17 H 0.08
18 H 0.08
19 C -0.17
20 O -0.13
21 H 0.07
22 H 0.08
23 H 0.08
24 H 0.08
25 C -0.18
26 O -0.12
27 H 0.07
28 H 0.08
29 H 0.08
30 H 0.07

# C3H12NS2

A 2-piece molecular cluster, C3H12NS2 overall in a non-equilibrium geometry (ωB97M-V with the def2-TZVPD basis set, OMol25).

Frontier orbital gap: 9.2 eV
Molar mass: 126.27 Da
Multiplicity: 1
HOMO energy: -12.744 eV
Net charge: +1
ΔE to the lowest compared entry with this formula, charge and spin: 14.9 kcal per mole

The geometry in XYZ format:
```
18
C3H12NS2 | OMol25 | ωB97M-V with the def2-TZVPD basis set
C -0.266 -1.059 1.100
C -0.065 0.410 0.797
N -1.029 0.836 -0.295
C -1.101 2.294 -0.621
H -0.088 -1.661 0.214
H 0.517 -1.312 1.818
H -1.221 -1.253 1.588
H -0.233 1.045 1.664
H 0.928 0.594 0.394
H -1.944 0.442 -0.069
H -0.741 0.339 -1.138
H -1.546 2.799 0.231
H -1.690 2.440 -1.520
H -0.084 2.649 -0.765
S 2.923 -1.452 -0.380
S 2.167 -3.192 -1.352
H 2.299 -0.617 -1.206
H 1.172 -3.302 -0.460
```

The net atomic charges from Löwdin, expressed in e, are:
1 C -0.08
2 C -0.19
3 N -0.01
4 C 0.02
5 H 0.04
6 H 0.09
7 H 0.09
8 H 0.14
9 H 0.09
10 H 0.18
11 H 0.18
12 H 0.11
13 H 0.11
14 H 0.11
15 S 0.28
16 S 0.31
17 H -0.23
18 H -0.24